This record from OMol25 describes the molecule C3H3FOS. The level of theory is ωB97M-V with the def2-TZVPD basis set.

Summary:
orbital gap: 9.24 eV
LUMO energy: 0.0 eV
total charge: 0
highest occupied orbital energy: -9.21 eV
structure (SMILES): F[C@@H]1COC1=S

Geometry as XYZ:
```
9
Properties=species:S:1:pos:R:3:lowdin_charge:R:1
C 0.103 0.630 0.271 -0.2719
C 0.875 -0.619 -0.082 -0.0720
C -1.130 -0.180 -0.206 -0.8203
H -0.076 0.946 1.334 0.1636
H 1.350 -1.130 0.766 0.1307
H 1.603 -0.422 -0.873 0.1336
O -0.364 -1.261 -0.515 -0.0194
F 0.304 1.777 -0.528 -0.0167
S -2.666 0.258 -0.168 0.7724
```

***

This record from OMol25 describes the molecule C3H3FS. The level of theory is ωB97M-V with the def2-TZVPD basis set.

Summary:
orbital gap: 7.72 eV
LUMO energy: -1.1 eV
total charge: 0
highest occupied orbital energy: -8.78 eV
structure (SMILES): F/C=C/C=S

Geometry as XYZ:
```
8
Properties=species:S:1:pos:R:3:lowdin_charge:R:1
C 1.006 -0.728 -0.056 -0.1577
C 0.329 0.508 -0.172 -0.1634
C -1.160 0.532 0.133 -0.5838
H 0.455 -1.598 0.116 0.0352
H 0.808 1.569 -0.200 0.1247
H -1.887 1.451 0.186 0.0835
F 2.331 -0.770 0.040 0.0412
S -1.881 -0.965 -0.046 0.6204
```

***

This record from OMol25 describes the molecule C3H3FS2. The level of theory is ωB97M-V with the def2-TZVPD basis set.

Summary:
orbital gap: 9.93 eV
LUMO energy: 0.5 eV
total charge: 0
highest occupied orbital energy: -9.41 eV
structure (SMILES): FC#CCSS

Geometry as XYZ:
```
9
Properties=species:S:1:pos:R:3:lowdin_charge:R:1
C 1.393 -0.211 0.123 -0.1404
C 2.354 0.501 0.187 -0.1129
C 0.086 -0.804 0.060 -0.5521
F 3.470 1.137 0.273 0.1254
S -1.233 1.900 -0.235 0.3180
S -1.157 0.246 0.940 0.4078
H -0.239 2.598 0.335 -0.1952
H -0.243 -0.917 -0.974 0.0756
H 0.051 -1.765 0.572 0.0738
```

***

This record from OMol25 describes a structure of composition C3H3GaO2. The level of theory is ωB97M-V with the def2-TZVPD basis set.

Summary:
orbital gap (alpha / beta): 8.54 / 5.70 eV
LUMO energy (alpha / beta): -16.9 / -19.7 eV
total charge: +3
⟨S²⟩: 0.7506
2S+1: 2
highest occupied orbital energy (alpha / beta): -25.40 / -25.40 eV

Geometry as XYZ:
```
9
Properties=species:S:1:pos:R:3:mulliken_spin:R:1
C 2.391 0.467 0.973 -0.0001
C 2.666 1.461 1.787 0.0005
H 3.694 1.838 1.892 0.0001
H 2.953 -0.225 0.344 0.0000
H 1.892 1.975 2.367 0.0001
O -0.700 0.060 -0.543 0.1011
C -0.357 -0.275 0.532 0.0359
O -0.339 -0.684 1.606 -0.0069
Ga -0.865 0.774 -2.118 0.8694
```

***

This record from OMol25 describes a structure of composition C3H3HgO4. The level of theory is ωB97M-V with the def2-TZVPD basis set.

Summary:
orbital gap (alpha / beta): 7.99 / 6.17 eV
LUMO energy (alpha / beta): 0.4 / -1.5 eV
total charge: 0
⟨S²⟩: 0.7728
2S+1: 2
highest occupied orbital energy (alpha / beta): -7.59 / -7.63 eV

Geometry as XYZ:
```
11
Properties=species:S:1:pos:R:3:mulliken_spin:R:1
C -0.666 0.653 -3.476 0.0011
O 0.231 0.889 -2.818 0.0049
C -1.019 1.122 0.712 0.7017
O -0.956 -0.304 1.113 -0.0398
C 0.116 -1.005 0.946 0.0187
O 1.154 -0.625 0.406 0.0253
O 0.012 -2.192 1.517 0.0032
Hg 1.392 1.281 -0.556 0.2553
H -0.160 1.637 1.192 0.0200
H -0.917 1.250 -0.384 0.0081
H 0.812 -2.706 1.347 0.0016
```

***

This record from OMol25 describes a cluster of 2 separate species, C3H3I in total. The level of theory is ωB97M-V with the def2-TZVPD basis set.

Summary:
orbital gap (alpha / beta): 4.51 / 4.72 eV
LUMO energy (alpha / beta): -3.8 / -3.6 eV
total charge: 0
highest occupied orbital energy (alpha / beta): -8.29 / -8.34 eV

Geometry as XYZ:
```
7
Properties=species:S:1:pos:R:3:lowdin_charge:R:1
C 1.353 1.867 -0.420 -0.2527
C 1.467 0.712 -0.174 -0.2240
C -0.980 -1.522 0.584 -0.4206
I -2.028 0.136 0.012 0.9704
H 1.368 2.798 -0.880 -0.0533
H 0.096 -1.557 0.895 -0.0214
H -1.276 -2.435 -0.017 0.0017
```

***

This record from OMol25 describes a structure of composition C3H3I2NO. The level of theory is ωB97M-V with the def2-TZVPD basis set.

Summary:
orbital gap: 8.54 eV
LUMO energy: -1.3 eV
total charge: 0
highest occupied orbital energy: -9.81 eV

Geometry as XYZ:
```
10
Properties=species:S:1:pos:R:3:lowdin_charge:R:1
C 0.158 -2.133 0.287 -0.3644
C 0.263 0.108 -1.041 -0.4615
C -0.541 -1.049 -0.284 -0.6728
N 0.809 -2.956 0.745 0.1759
O 0.905 -0.471 -2.101 -0.7886
I -1.863 -1.915 -1.722 0.9262
I 2.308 0.677 -2.961 0.9501
H 0.781 0.564 -0.236 0.1033
H -0.524 0.702 -1.427 0.0805
H -1.134 -0.659 0.454 0.0513
```

***

This record from OMol25 describes a structure of composition C3H3I2NO. The level of theory is ωB97M-V with the def2-TZVPD basis set.

Summary:
orbital gap: 8.57 eV
LUMO energy: -0.4 eV
total charge: 0
highest occupied orbital energy: -9.00 eV

Geometry as XYZ:
```
10
Properties=species:S:1:pos:R:3:lowdin_charge:R:1
C -0.695 0.029 -0.659 0.0289
C 1.449 1.170 -0.836 -0.5394
C 2.460 0.000 0.356 -1.1926
N 0.385 0.513 -1.080 0.0500
O 2.034 2.136 -1.177 0.0249
I 4.403 0.830 0.279 0.7783
I 2.308 -2.042 -0.197 0.7104
H -1.198 0.377 0.239 0.0949
H -1.156 -0.756 -1.240 0.0824
H 2.025 0.139 1.338 -0.0376
```

***

In eV, the ΔE to the lowest compared entry with this formula, charge and spin values for the records above are, in order, 0.995, 1.119, 1.630, 0.000, 1.825, 6.464, 1.624, 1.841.